A | Molecular formula: C2H4N2S
Method: DFT, the ωB97M-V functional and the def2-TZVPD basis

The SMILES is C=NNC=S. The value obtained for the highest occupied orbital energy is -8.62 eV.

```
! RIJCOSX wB97M-V def2-TZVPD def2/J DEFGRID3
* xyz 0 1
C -0.44453 0.04023 -1.34613
N 0.67156 -0.63109 -0.90922
N 0.58842 -0.68808 0.46025
C 0.00316 0.27370 1.07643
S 0.16944 0.57871 2.68094
H -0.27510 0.65024 -2.52074
H -1.20618 0.40828 -0.57473
H 0.98619 -1.46629 0.74939
H -0.49296 0.83432 0.38383
*
```

What are the natural (NBO) partial charges on each atom? They are as follows, in elementary charge units: -0.163, -0.216, -0.397, -0.066, -0.125, 0.226, 0.180, 0.401, 0.160

=====

B | Molecular formula: C2H4N2S
Method: DFT, the ωB97M-V functional and the def2-TZVPD basis

The value obtained for the highest occupied orbital energy (spin up / spin down) is -8.49 / -8.25 eV.

```
! RIJCOSX wB97M-V def2-TZVPD def2/J DEFGRID3
* xyz 0 1
C 2.04452 0.08230 0.12740
C 0.79690 -0.05763 -0.37328
N -2.99579 -0.26691 0.31398
N -2.77658 0.18905 -0.69154
S -0.35591 1.36591 -0.40132
H 2.50840 -0.93637 0.24655
H 2.54180 0.94087 0.50219
H 0.56073 -0.96804 -0.85045
H -2.32408 -0.34918 1.12648
*
```

What are the natural (NBO) partial charges on each atom? They are as follows, in elementary charge units: -0.437, -0.357, -0.266, 0.069, 0.002, 0.201, 0.209, 0.212, 0.368

=====

Among the structures above, stability is smallest for A.